# 1
Formula: CH4HgO2
Source: the Open Molecules 2025 dataset
Level of theory: ωB97M-V/def2-TZVPD

```
8
Properties=species:S:1:pos:R:3:mulliken_charge:R:1
Hg -0.75423 -1.09045 1.16544 0.5153
O 1.24236 -0.46379 0.89511 -0.7453
O 0.11543 1.08901 0.27464 -0.3320
C -0.00887 2.11797 1.19282 -0.4753
H 0.80243 2.11750 1.94053 0.2671
H -0.96836 2.07236 1.73881 0.2248
H 1.54593 -1.29543 0.14583 0.3299
H 0.00445 3.06433 0.62304 0.2155
```

Summary:
Spin multiplicity: 3
LUMO energy (spin up / spin down): 0.44 / -1.96 eV
F_max: 5.986 eV Å⁻¹
Relative energy (zero: lowest compared OMol25 entry of this formula, charge and spin): 0.000 eV



# 2
Formula: CH4I2Si
Source: the Open Molecules 2025 dataset
Level of theory: ωB97M-V/def2-TZVPD

```
8
Properties=species:S:1:pos:R:3:mulliken_charge:R:1
I -0.21490 -0.43610 2.55409 0.0768
I -1.06870 -2.26275 -0.46169 0.1225
Si 0.82664 0.56885 -0.51633 0.3164
C -0.55759 -0.43625 0.41279 -0.6212
H 0.34108 0.91079 -2.04086 -0.0429
H 1.99150 -0.47653 -0.57036 -0.0343
H 0.78894 1.77437 0.25840 -0.0782
H -2.10696 0.35761 0.36396 0.2608
```

Summary:
Spin multiplicity: 1
LUMO energy: -0.59 eV
F_max: 4.301 eV Å⁻¹
Relative energy (zero: lowest compared OMol25 entry of this formula, charge and spin): 6.022 eV



# 3
Formula: CH4IN2O
Source: the Open Molecules 2025 dataset
Level of theory: ωB97M-V/def2-TZVPD

```
9
Properties=species:S:1:pos:R:3:mulliken_charge:R:1
I -0.26241 -1.73418 3.87489 -0.8894
O 1.26493 0.88531 0.50174 -0.6292
N -0.49424 -0.50485 0.27030 -0.2561
N 0.35904 0.58408 -1.56935 -0.4577
C 0.39750 0.37640 -0.22121 0.5446
H 1.03562 1.31162 -1.76791 0.2539
H -1.29256 -0.76945 -0.27623 0.1426
H -0.50449 -0.71306 1.26731 0.0815
H -0.50340 0.56412 -2.07954 0.2099
```

Summary:
Spin multiplicity: 1
Charge: -1
LUMO energy: 3.27 eV
F_max: 2.528 eV Å⁻¹
Relative energy (zero: lowest compared OMol25 entry of this formula, charge and spin): 0.691 eV



# 4
Formula: CH4IN4P
Source: the Open Molecules 2025 dataset
Level of theory: ωB97M-V/def2-TZVPD

```
11
Properties=species:S:1:pos:R:3:mulliken_charge:R:1
I -2.62288 -0.45040 -0.37598 -0.3952
P 1.02901 -1.95782 0.30585 -0.0495
N 0.35787 1.62262 0.83455 0.4151
N 0.50041 -0.24489 0.05000 0.4844
N 0.80500 0.49375 1.11133 -0.5447
N -0.27483 1.81399 -0.26068 -0.4748
C -0.28136 0.49868 -0.80006 -0.3655
H 0.71493 -2.36700 -1.01600 0.0966
H 0.47284 2.47729 1.39525 0.2862
H -0.41864 0.43085 -1.85990 0.4582
H -0.28236 -2.31707 0.61565 0.0891
```

Summary:
Spin multiplicity: 1
LUMO energy (spin up / spin down): 0.31 / 0.31 eV
F_max: 3.415 eV Å⁻¹
Relative energy (zero: lowest compared OMol25 entry of this formula, charge and spin): 0.842 eV



# 5
Formula: CH4INOS
Source: the Open Molecules 2025 dataset
Level of theory: ωB97M-V/def2-TZVPD

```
9
Properties=species:S:1:pos:R:3:mulliken_charge:R:1
I -0.26169 -2.27370 -2.50791 0.0534
S -0.34356 -1.64032 -0.19762 -0.1923
O -1.28371 1.30120 -0.03830 -0.5344
N -0.11608 1.43227 0.06586 0.2428
C 0.70062 0.74707 0.79426 -0.6569
H -1.06809 -2.70110 0.12953 0.1581
H 1.68721 0.92272 0.67982 0.2855
H 0.35820 0.07266 1.61519 0.4184
H 0.32709 2.13921 -0.54083 0.2254
```

Summary:
Spin multiplicity: 1
SMILES: C=[NH+][O-].SI
LUMO energy: -0.68 eV
F_max: 5.589 eV Å⁻¹
Relative energy (zero: lowest compared OMol25 entry of this formula, charge and spin): 1.997 eV



# 6
Formula: CH4INP2
Source: the Open Molecules 2025 dataset
Level of theory: ωB97M-V/def2-TZVPD

```
9
Properties=species:S:1:pos:R:3:mulliken_charge:R:1
I 4.82672 -0.31889 -0.06159 -0.3850
P -0.78253 1.44731 -0.08651 0.1552
P 1.90838 -0.20400 0.14853 0.0707
N 0.57002 0.63732 -0.18070 -0.0061
C -1.94212 0.03433 0.26647 -0.8521
H -1.90212 -0.68699 -0.54813 0.2940
H 1.91492 -0.85266 -1.10050 0.1086
H -1.63378 -0.46060 1.18729 0.2822
H -2.95949 0.40418 0.37514 0.3323
```

Summary:
Spin multiplicity: 1
SMILES: C/P=N\PI
LUMO energy (spin up / spin down): -1.67 / -1.67 eV
F_max: 1.313 eV Å⁻¹
Relative energy (zero: lowest compared OMol25 entry of this formula, charge and spin): 1.192 eV